(1)
Molecular formula: C39H105N27O15
Method: DFT, ωB97M-V/def2-TZVPD

Structure (XYZ):
```
186
Properties=species:S:1:pos:R:3:forces:R:3
C 0.954772 -19.894541 18.853450 -1.0 -1.6 0.5
C -0.327058 -19.048468 18.393387 1.4 -1.3 -0.2
C -0.482983 -17.774271 19.237424 0.3 0.1 -0.3
C 0.498059 -16.670051 18.791300 -0.3 -0.5 -1.1
C 0.369168 -16.377739 17.288931 0.1 -1.6 -0.7
C 0.550977 -17.668731 16.364602 0.0 1.4 -1.0
N -0.195436 -18.745751 16.986691 -0.8 1.0 -1.9
O -0.476320 -19.864864 16.091845 1.4 1.3 1.4
C 0.014678 -17.198867 14.894828 -0.1 -0.6 1.9
C 2.053509 -17.910774 16.146374 -0.1 -0.6 0.8
C -1.620721 -19.886137 18.472159 -0.4 -0.4 0.3
H 0.643785 -20.857548 19.258429 -0.9 -0.1 0.6
H 1.603529 -19.573124 19.668257 0.1 0.8 -0.4
H 1.515225 -20.394399 18.063426 0.4 1.1 -0.6
H -1.551354 -17.562184 19.196166 0.1 0.7 0.1
H -0.201696 -18.047556 20.254425 -0.4 0.0 0.2
H 1.455826 -17.153450 18.983933 0.5 0.5 0.0
H 0.454372 -15.701528 19.289453 -0.2 -0.4 0.6
H 1.117405 -15.673478 16.925256 -0.1 0.2 0.2
H -0.614268 -15.971848 17.051849 -0.1 0.1 0.2
H -0.990334 -16.814957 15.069958 -0.2 -0.2 -0.5
H 0.614062 -16.400324 14.457606 0.3 0.2 0.5
H 0.064333 -17.983306 14.139644 -0.4 -0.2 0.3
H 2.425651 -18.601336 16.903163 0.3 0.4 0.4
H 2.327976 -18.423884 15.224709 -0.1 0.7 -0.2
H 2.499318 -16.920447 16.239056 0.6 -0.4 -0.3
H -1.483877 -20.961569 18.358980 0.3 0.0 0.0
H -2.314822 -19.622373 17.674185 0.1 0.3 0.1
H -2.214152 -19.770511 19.379120 0.4 0.2 0.3
H -1.391489 -19.619855 15.936820 -0.8 -0.5 -1.0
C -3.225816 -14.229107 10.548095 -0.3 2.5 1.6
C -2.822650 -15.086234 9.452441 1.1 -2.5 -2.8
C -1.390933 -14.780130 8.927410 1.4 0.6 2.4
C -0.307914 -15.258220 9.982539 -1.4 0.3 0.9
C -0.563021 -16.700058 10.367288 1.7 0.2 -0.3
C -1.969776 -17.130217 10.760773 1.2 -0.6 -1.2
N -2.834888 -16.582921 9.737208 0.2 1.1 -1.0
O -4.137853 -17.040897 10.008655 -1.1 0.4 -0.2
C -1.983107 -18.628952 10.625461 -0.1 -1.7 -1.5
C -2.324475 -16.800849 12.153333 -1.0 0.9 2.1
C -3.692816 -14.788268 8.191752 0.3 -1.2 0.0
H -3.749493 -14.608886 11.425377 -0.2 -0.4 -0.5
H -3.817546 -13.448118 10.070589 -0.3 0.3 0.6
H -2.355398 -13.711289 10.951004 0.1 0.0 0.2
H -1.209355 -15.091066 7.898611 0.0 -0.4 0.2
H -1.275421 -13.697685 8.982813 -0.3 0.3 -0.5
H -0.386466 -14.726273 10.930674 -0.6 0.8 -0.1
H 0.747270 -15.077020 9.777995 -0.1 -0.2 -0.8
H 0.062920 -16.974928 11.216248 0.3 0.0 0.0
H -0.116467 -17.159630 9.485539 -0.7 -1.3 0.1
H -1.621718 -18.919727 9.639078 0.7 0.2 -0.1
H -1.379758 -19.168017 11.355858 -0.1 0.2 0.1
H -2.942479 -19.135872 10.521852 -0.4 0.4 1.0
H -2.182310 -15.749905 12.405136 -0.1 0.1 0.0
H -3.361657 -17.075930 12.344848 -0.4 0.3 -0.2
H -1.884031 -17.355092 12.982149 0.8 -0.3 -0.6
H -3.446667 -13.870279 7.658095 -0.1 0.6 0.9
H -4.751847 -14.862746 8.438732 -0.1 0.1 -0.3
H -3.396083 -15.475738 7.399642 -0.4 -0.7 0.2
H -4.365342 -17.404876 9.149948 -0.3 -0.2 0.0
C -8.517147 -12.267679 19.078979 1.1 0.2 -0.9
C -8.965687 -13.753873 19.040443 -0.9 -0.3 -0.5
C -10.348507 -14.017918 18.339313 1.6 0.3 -1.5
C -10.258651 -14.063557 16.780374 0.5 1.4 2.2
C -9.212242 -15.095458 16.343047 -2.3 0.7 0.5
C -7.797292 -14.870306 16.893043 -1.0 0.8 0.2
N -7.926042 -14.672270 18.395478 -2.7 -1.2 -0.6
O -6.693314 -14.557288 18.959729 1.1 1.2 0.0
C -6.999351 -16.195330 16.563297 0.5 2.2 -0.4
C -7.109119 -13.578138 16.227499 -0.6 -2.2 0.4
C -9.295971 -14.127074 20.491486 1.8 -0.7 0.6
H -7.436240 -12.167860 19.177838 0.3 -0.8 0.4
H -8.847778 -11.637544 19.904644 -0.8 -0.3 -0.1
H -8.585148 -11.739188 18.128100 -0.9 0.1 -0.1
H -10.741641 -15.010485 18.559225 0.0 0.1 0.8
H -11.026933 -13.223836 18.651207 -0.2 -0.2 0.1
H -9.953186 -13.056574 16.496147 -0.3 0.1 -0.6
H -11.308914 -14.251814 16.557675 0.3 -0.2 -1.1
H -9.385737 -15.138484 15.267799 1.1 -0.3 -0.3
H -9.671848 -15.989936 16.763481 0.6 -0.7 -0.1
H -7.522520 -17.150448 16.517009 -0.3 0.2 1.0
H -6.667031 -16.095902 15.529962 0.2 0.3 -0.2
H -6.102937 -16.115631 17.178269 0.0 -0.8 0.1
H -7.141915 -13.825715 15.166495 0.6 0.4 -0.2
H -7.632729 -12.635337 16.385825 -0.1 -0.3 0.2
H -6.106181 -13.539818 16.652640 0.1 0.2 -0.4
H -10.182737 -13.609371 20.857198 0.2 0.1 -0.1
H -8.416708 -13.904383 21.095957 -0.1 0.6 0.4
H -9.378949 -15.188536 20.724983 -0.5 -0.3 -0.7
H -6.609349 -15.306984 19.553458 0.8 -0.3 0.6
C 1.924754 -20.946254 13.039053 1.7 -1.8 -1.2
O 2.494437 -21.645150 12.249408 2.1 -1.8 -1.3
N 0.820300 -20.412624 12.732150 -6.1 3.2 -2.4
N 2.314840 -20.632552 14.232120 2.0 0.5 4.4
H 0.217140 -19.906760 13.364923 0.1 -0.2 -0.1
H 0.536575 -20.477000 11.764960 -0.1 -0.2 0.2
H 3.016489 -21.202084 14.683139 -0.1 0.4 -0.1
H 1.752032 -19.971417 14.748119 0.3 -0.5 0.3
C -4.001777 -19.029958 14.657172 1.9 -1.5 0.1
O -2.815079 -19.265972 14.933793 -0.5 0.2 -0.4
N -4.731967 -19.651571 13.744210 0.1 -1.0 -1.3
N -4.748153 -18.139221 15.268294 -1.0 2.5 2.2
H -5.665054 -19.280467 13.635937 0.1 -0.6 -0.8
H -4.312592 -20.388863 13.195917 -0.3 0.0 -0.2
H -5.745139 -18.177982 15.111368 0.2 0.4 0.3
H -4.374426 -17.679378 16.086198 -0.2 -0.1 -0.2
C -7.338026 -16.943221 12.720578 3.0 -0.8 -0.6
O -7.091471 -17.945436 13.336565 -0.5 -2.9 2.2
N -6.420134 -16.395597 11.962913 1.5 1.8 -2.2
N -8.447260 -16.303985 12.715594 -5.1 1.9 0.6
H -5.536250 -16.828697 11.736501 -0.1 -0.1 0.0
H -6.793392 -15.716460 11.315185 0.9 0.0 -0.1
H -9.177945 -16.620470 13.336914 0.1 0.2 -0.2
H -8.600598 -15.454973 12.190464 0.0 -0.2 0.3
C -4.178200 -23.108977 15.241620 -1.7 0.7 -1.7
O -4.637013 -23.509641 14.153058 1.3 -0.7 0.7
N -4.728025 -22.033511 15.787247 -0.8 1.0 1.3
N -3.115826 -23.530043 15.936734 0.9 -1.7 -0.4
H -5.549464 -21.624423 15.365374 0.3 -0.1 0.1
H -4.314336 -21.745513 16.662465 -0.6 0.8 0.1
H -3.072304 -23.450254 16.942638 0.1 0.1 -0.3
H -2.601945 -24.260467 15.465034 0.4 -0.3 0.4
C -9.970427 -19.828322 10.130475 -5.5 -2.1 -1.4
O -11.012714 -20.494260 10.276372 1.4 0.1 0.9
N -9.313652 -19.888633 8.998287 2.4 -0.4 -2.1
N -9.664534 -18.772725 10.837298 1.3 2.8 2.8
H -9.636499 -20.525851 8.284278 0.4 0.1 0.2
H -8.412873 -19.431862 8.991111 -0.1 -0.4 -0.8
H -9.239104 -18.020289 10.314853 -0.2 0.1 0.5
H -10.293323 -18.522119 11.586906 0.1 -0.1 -0.2
C -2.295280 -14.639546 19.893970 3.1 2.6 1.4
O -1.587518 -14.711652 20.924479 -1.4 -0.3 -1.6
N -2.034893 -13.701361 18.935243 2.6 1.3 0.5
N -3.367823 -15.238724 19.551697 -3.7 -3.6 0.1
H -1.158802 -13.284362 19.215757 0.0 0.6 -1.0
H -2.473668 -13.528842 18.042037 0.1 -0.2 0.5
H -3.597457 -15.214868 18.568432 -0.5 -0.3 0.6
H -3.794646 -15.894355 20.190490 -0.3 -0.1 -0.4
C -6.719275 -17.344130 20.524903 1.0 -0.5 0.1
O -5.818049 -16.558416 20.552951 2.2 2.6 0.6
N -7.715863 -17.345027 19.726689 -4.3 -0.7 -3.1
N -6.738869 -18.445201 21.225057 1.2 -3.1 3.9
H -8.112971 -18.273601 19.714484 -0.9 0.7 -0.8
H -8.098937 -16.603157 19.158375 0.2 0.4 -0.2
H -7.467712 -19.144303 21.236512 0.0 0.6 -0.1
H -6.029216 -18.562754 21.934050 -0.1 0.1 -0.3
C -5.315943 -21.220309 19.171336 3.3 1.1 0.6
O -4.291977 -21.211637 18.544112 2.4 0.3 -1.3
N -5.390997 -20.777422 20.424368 -0.4 -0.1 1.8
N -6.438247 -21.602340 18.699945 -5.4 -2.0 -1.2
H -6.308585 -20.883814 20.832808 0.7 0.5 0.6
H -4.576740 -20.443798 20.920139 -0.3 -0.3 -0.1
H -6.643844 -21.821322 17.735652 0.6 -0.2 0.3
H -7.050696 -21.973703 19.412059 -0.6 0.1 -0.7
C 0.113366 -23.814881 15.092235 -2.9 -2.1 -4.2
O -0.524781 -24.769440 14.481087 1.5 2.3 2.3
N -0.312917 -22.553728 14.961728 -0.9 -0.4 -0.1
N 1.289863 -23.956736 15.632646 1.7 -0.6 1.4
H -1.178774 -22.589671 14.442989 0.0 1.1 0.3
H 0.093506 -21.744718 15.409431 -0.5 0.1 -0.2
H 1.594872 -23.141636 16.145161 0.8 -0.8 0.1
H 1.657909 -24.896964 15.657315 0.3 0.5 0.4
C -7.462746 -21.600833 12.953734 0.4 -1.4 1.0
O -7.057356 -22.738513 12.994668 0.2 -1.2 -1.4
N -7.888806 -21.078718 14.091560 -1.4 2.0 3.2
N -7.505516 -20.789218 11.918001 0.5 0.3 -2.2
H -8.235892 -21.727462 14.783479 0.5 0.2 -0.3
H -8.203141 -20.119954 14.136857 -0.1 -0.1 0.0
H -7.244977 -21.285709 11.077933 0.0 0.8 -0.3
H -7.748173 -19.810815 11.980723 0.0 -0.3 -0.2
C -9.993806 -21.630451 18.105026 2.4 0.0 -0.1
O -9.750888 -20.984186 19.059742 0.3 4.0 4.1
N -10.415732 -22.828567 18.243827 -2.6 -4.7 -0.1
N -9.466268 -21.367833 16.933914 0.7 1.2 -3.7
H -10.447776 -23.167345 19.194773 -0.4 -0.3 -0.5
H -10.574314 -23.386791 17.417187 -0.1 -0.5 0.7
H -9.587867 -22.034940 16.185385 0.1 0.6 -0.1
H -9.061519 -20.454467 16.785479 -0.2 -0.3 -0.2
C -2.906289 -22.343547 11.248820 1.8 1.0 -3.3
O -2.017515 -22.213498 10.419726 0.3 1.3 -1.8
N -4.153079 -21.913706 11.152329 -2.1 1.5 -0.9
N -2.647112 -22.930889 12.330041 1.2 -2.2 4.4
H -4.837365 -22.378558 11.731772 -0.6 0.4 -0.3
H -4.318985 -21.328361 10.346130 -0.6 -0.5 0.2
H -3.458647 -23.199627 12.867908 0.6 -0.7 1.2
H -1.678749 -23.214802 12.371963 -0.4 -0.8 0.6
```
Forces are in eV/Å.

- HOMO: -7.64 eV
- Strongest force on any atom: 0.142 Eh/bohr
- E: -113092.622 eV
- Total charge: 0
- LUMO level: -0.747 eV

***

(2)
Molecular formula: C7H11NO2S2
Method: DFT, ωB97M-V/def2-TZVPD

Structure (XYZ):
```
23
Properties=species:S:1:pos:R:3:forces:R:3
O 1.778559 0.370142 2.796288 0.1 0.2 0.4
C 0.855847 0.559041 2.059900 0.4 -0.8 -1.6
O -0.322080 1.059812 2.404888 -0.3 0.4 0.4
C 0.868120 0.101709 0.587633 1.3 0.6 -0.4
C 0.841683 -1.425255 0.490213 -0.9 0.2 0.0
C 0.459277 -1.843230 -0.954943 0.4 -1.6 1.8
C -0.929949 -1.369610 -1.344052 -0.7 -0.4 2.4
C -1.324946 -0.128019 -0.474605 0.0 -0.5 -0.4
N -0.163235 0.726037 -0.232179 -0.2 0.1 0.0
C -0.040142 2.013073 -0.620465 -0.1 -0.4 0.0
S 1.228270 2.997885 -0.205160 -0.2 -0.2 0.0
S -1.356519 2.598853 -1.681584 0.9 0.9 0.2
H -0.206773 1.371719 3.312371 -0.2 0.1 0.3
H 1.845403 0.400862 0.156606 -0.5 0.2 0.4
H 0.062850 -1.763571 1.177602 0.0 -0.4 0.0
H 1.803182 -1.787730 0.878471 -0.3 -0.1 -0.4
H 0.627470 -2.950129 -1.027351 -0.5 0.9 -0.1
H 1.159745 -1.426662 -1.612910 1.2 0.8 -1.0
H -1.687147 -2.155001 -1.137313 0.4 0.4 -0.2
H -0.929384 -1.158761 -2.370456 -0.3 0.5 -1.5
H -2.130499 0.422202 -0.954971 0.1 0.1 0.0
H -1.719218 -0.435291 0.507873 0.2 0.0 -0.3
H -0.720515 3.821925 -1.755858 -0.6 -0.8 -0.1
```
Forces are in eV/Å.

- HOMO: -8.43 eV
- Strongest force on any atom: 0.050 Eh/bohr
- E: -34693.440 eV
- Total charge: 0
- SMILES: O=C(O)[C@H]1CCCCN1C(=S)S
- LUMO level: 0.530 eV